one:
{"formula": "C6H13N", "method": "the ωB97M-V functional and the def2-TZVPD basis", "smiles": "CC#CC.CNC", "lumo_energy_ev": 0.965, "spin_multiplicity": 1, "homo_lumo_gap_ev": 9.6, "symbols": ["C", "C", "C", "C", "H", "H", "H", "H", "H", "H", "C", "N", "C", "H", "H", "H", "H", "H", "H", "H"], "positions_angstrom": [[-1.773, 1.282, -1.367], [-1.721, 0.225, -0.377], [-1.695, -0.649, 0.443], [-1.683, -1.705, 1.434], [-1.590, 0.876, -2.363], [-1.029, 2.045, -1.150], [-2.761, 1.751, -1.356], [-2.675, -2.145, 1.516], [-0.972, -2.479, 1.146], [-1.397, -1.310, 2.408], [1.819, 1.414, -0.085], [1.599, 0.139, -0.735], [1.834, -0.976, 0.159], [2.870, 1.483, 0.201], [1.601, 2.216, -0.787], [1.207, 1.557, 0.819], [0.638, 0.090, -1.063], [1.608, -1.903, -0.363], [2.888, -0.981, 0.440], [1.233, -0.930, 1.079]]}


two:
{"formula": "C6H13N", "method": "the ωB97M-V functional and the def2-TZVPD basis", "smiles": "CC/C=C/NCC", "lumo_energy_ev": 1.030, "spin_multiplicity": 1, "homo_lumo_gap_ev": 9.8, "symbols": ["C", "C", "C", "C", "N", "C", "C", "H", "H", "H", "H", "H", "H", "H", "H", "H", "H", "H", "H", "H"], "positions_angstrom": [[1.695, 0.454, 1.913], [1.261, -1.067, 1.849], [0.505, -1.646, 0.694], [0.002, -0.877, -0.330], [-0.850, -0.981, -1.434], [-1.747, 0.188, -1.619], [-1.257, 1.671, -1.614], [2.351, 0.676, 1.005], [2.289, 0.632, 2.759], [0.882, 1.161, 2.004], [2.156, -1.657, 2.114], [0.639, -1.461, 2.709], [0.199, -2.693, 0.687], [0.415, 0.152, -0.245], [-0.192, -0.852, -2.185], [-2.515, 0.110, -0.869], [-2.362, 0.016, -2.532], [-1.223, 2.297, -0.580], [-0.267, 1.690, -2.087], [-1.982, 2.187, -2.240]]}


What are the relative energies? In hartree: one 0.0000; two 0.0064.


one:
{"formula": "C6H13N", "method": "the ωB97M-V functional and the def2-TZVPD basis", "smiles": "CCC/C=C(/C)N", "lumo_energy_ev": 1.100, "spin_multiplicity": 1, "homo_lumo_gap_ev": 8.9, "symbols": ["C", "C", "C", "C", "C", "C", "N", "H", "H", "H", "H", "H", "H", "H", "H", "H", "H", "H", "H", "H"], "positions_angstrom": [[-0.310, 1.866, -2.134], [0.322, 1.442, -0.796], [-0.726, 1.129, 0.287], [-0.785, -0.322, 0.721], [0.180, -1.226, 0.852], [-0.120, -2.655, 1.240], [1.529, -0.873, 0.980], [-1.199, 2.474, -1.964], [-0.574, 0.964, -2.698], [0.351, 2.418, -2.802], [1.007, 2.255, -0.525], [0.969, 0.583, -0.985], [-0.392, 1.650, 1.194], [-1.686, 1.397, -0.139], [-1.792, -0.547, 1.067], [-1.176, -2.757, 1.504], [-0.021, -3.393, 0.438], [0.467, -3.011, 2.087], [2.216, -1.508, 0.670], [1.740, 0.112, 1.002]]}


two:
{"formula": "C6H13N", "method": "the ωB97M-V functional and the def2-TZVPD basis", "smiles": "CCCN1C[C@H]1C", "lumo_energy_ev": 1.224, "spin_multiplicity": 1, "homo_lumo_gap_ev": 10.3, "symbols": ["C", "C", "C", "N", "C", "C", "C", "H", "H", "H", "H", "H", "H", "H", "H", "H", "H", "H", "H", "H"], "positions_angstrom": [[-2.524, -1.256, 0.676], [-1.313, -0.948, -0.211], [0.073, -1.147, 0.425], [1.033, -0.293, -0.264], [2.253, 0.097, 0.422], [1.136, 1.060, 0.241], [1.118, 2.178, -0.769], [-2.433, -0.779, 1.661], [-2.680, -2.328, 0.836], [-3.438, -0.860, 0.216], [-1.362, -1.534, -1.137], [-1.389, 0.103, -0.512], [0.411, -2.187, 0.333], [0.029, -0.915, 1.506], [3.145, 0.164, -0.200], [2.434, -0.276, 1.432], [0.569, 1.262, 1.156], [1.536, 3.104, -0.359], [1.684, 1.897, -1.661], [0.084, 2.378, -1.075]]}


three:
{"formula": "C6H13N", "method": "the ωB97M-V functional and the def2-TZVPD basis", "smiles": "CCN1CCCC1", "lumo_energy_ev": 1.164, "spin_multiplicity": 1, "homo_lumo_gap_ev": 9.4, "symbols": ["C", "C", "N", "C", "C", "C", "C", "H", "H", "H", "H", "H", "H", "H", "H", "H", "H", "H", "H", "H"], "positions_angstrom": [[2.002, 1.368, 1.021], [0.800, 1.521, 0.117], [-0.140, 0.383, 0.262], [-1.137, 0.379, -0.794], [-1.644, -1.061, -0.926], [-0.720, -1.880, -0.012], [0.432, -0.942, 0.364], [2.657, 2.241, 0.957], [2.614, 0.532, 0.670], [1.720, 1.149, 2.046], [0.201, 2.397, 0.361], [1.035, 1.611, -0.953], [-0.836, 0.770, -1.776], [-1.969, 1.003, -0.470], [-1.692, -1.548, -1.897], [-2.647, -1.099, -0.542], [-0.346, -2.740, -0.536], [-1.132, -2.371, 0.858], [1.307, -1.130, -0.280], [0.735, -1.179, 1.386]]}


What are the relative energies? In hartree: one 0.0103; two 0.0172; three 0.0000.